[1]
Formula: C22H25AsCoF6N3P2S
Source: OMol25
Level of theory: ωB97M-V/def2-TZVPD

Geometry as XYZ:
```
61
Properties=species:S:1:pos:R:3
Co -0.11558 -0.37272 -0.17345
N 3.56588 1.38081 -1.45046
C 4.60878 0.49070 -1.71643
C 5.79681 0.94280 -2.26316
C 6.81309 0.03325 -2.49858
C 6.65685 -1.32949 -2.19495
C 5.47921 -1.79047 -1.65867
C 4.44010 -0.87846 -1.41635
S 2.97568 -1.49454 -0.79667
N 2.01356 -0.15188 -0.60086
C 2.38537 1.06316 -0.91189
C 1.39629 2.14544 -0.63603
C 1.70452 3.48985 -0.68303
C 0.71027 4.42247 -0.39913
C -0.55336 3.97386 -0.06726
C -0.78168 2.60697 -0.02564
N 0.16506 1.70682 -0.30384
H 3.72774 2.34473 -1.70874
H 5.93238 1.99118 -2.50030
H 7.74570 0.37940 -2.92408
H 7.46859 -2.01735 -2.38856
H 5.34223 -2.84043 -1.42876
H 2.69979 3.84615 -0.91181
H 0.93263 5.48104 -0.43299
H -1.35398 4.66318 0.16274
H -1.75436 2.21729 0.25081
C -2.95728 0.48667 -2.11674
P -2.63545 -0.49098 -0.62835
C -3.32059 -2.12535 -0.92920
C -3.50392 0.24478 0.77506
C -4.79822 0.74153 0.67212
C -5.43498 1.24626 1.80054
C -4.78807 1.25778 3.02850
C -3.49507 0.76300 3.14554
C -2.85319 0.25444 2.01878
P -1.21242 -0.46588 2.14403
C -0.17841 0.54911 3.22220
C -1.26883 -2.13075 2.81810
H -4.02452 0.46738 -2.34877
H -2.42527 0.03405 -2.95510
H -2.63842 1.52029 -1.99663
H -4.36782 -2.01429 -1.22081
H -3.25703 -2.74051 -0.03559
H -2.76413 -2.61473 -1.73000
H -5.32063 0.73856 -0.27669
H -6.44239 1.63215 1.71784
H -5.28997 1.65341 3.90137
H -3.00853 0.77268 4.11320
H -0.60497 0.55525 4.22894
H -0.12250 1.57511 2.86111
H 0.82039 0.11524 3.28371
H -1.60479 -2.06547 3.85753
H -0.27564 -2.58062 2.78266
H -1.95886 -2.75064 2.25154
F 0.05965 -2.04415 -1.04929
As 0.26283 -4.03927 -0.66168
F -1.11996 -3.73222 0.32447
F 0.44039 -5.65067 -0.26808
F -0.75126 -4.19048 -2.01221
F 1.62407 -3.88243 -1.67958
F 1.21425 -3.39302 0.63957
```

Results
Orbital gap (spin up / spin down)   7.39 / 6.41 eV
Energy above the lowest of the compared OMol25 structures with the same formula, charge and spin   86.33 kJ/mol
<S²>   8.77
Multiplicity   6
Total charge   +3

***

[2]
Formula: C22H25AsMnN3O4S
Source: OMol25
Level of theory: ωB97M-V/def2-TZVPD

Geometry as XYZ:
```
57
Properties=species:S:1:pos:R:3
Mn 0.25555 0.73564 -0.72245
O 2.22715 1.87014 -3.98565
C 1.82465 1.40634 -2.79515
O 0.56635 1.18034 -2.58515
C 2.73815 1.19004 -1.74745
C 4.11535 1.53574 -1.63785
C 4.71265 1.45394 -0.39395
C 4.01255 1.03754 0.74195
C 2.65245 0.66704 0.57685
N 2.10095 0.67844 -0.66425
C 1.64285 0.36114 1.51165
O 1.79845 0.38384 2.85375
O 0.46125 0.06444 1.05485
H 1.46675 1.98634 -4.57485
H 4.64505 1.89164 -2.50265
H 5.74235 1.75434 -0.28715
H 4.48755 1.03264 1.71065
H 2.63545 0.80064 3.10225
C -2.78555 0.07644 -0.84125
N -1.64785 0.97924 -0.77005
C -1.89075 2.25664 -0.81425
C -0.83515 3.14244 -0.57215
C -0.71995 4.54234 -0.48905
C 0.60455 4.79884 -0.16235
C 1.24945 3.56004 -0.05745
N 0.38445 2.56854 -0.28565
C -3.22315 -0.26096 0.56895
C -4.38655 0.26384 1.11565
C -4.71595 0.00844 2.43635
C -3.88705 -0.76896 3.22565
C -2.73045 -1.30526 2.68605
C -2.40925 -1.05706 1.36485
H -2.47655 -0.83206 -1.37505
H -3.61045 0.54544 -1.38905
H -2.89235 2.63544 -1.01415
H -1.50565 5.25424 -0.64555
H 1.05565 5.75834 -0.00005
H 2.28715 3.36844 0.16285
H -5.04915 0.86604 0.51455
H -5.61255 0.43354 2.85835
H -4.13865 -0.96456 4.25595
H -2.07565 -1.90456 3.30155
H -1.50435 -1.47236 0.93315
C 1.56145 -4.34766 -1.39105
As 0.27375 -3.19516 -0.49335
C 0.80945 -3.15046 1.38475
C -1.40795 -4.17536 -0.69125
S 0.17535 -1.43946 -1.70805
H 1.45285 -5.37936 -1.05295
H 2.57875 -4.00756 -1.19495
H 1.36535 -4.29616 -2.46475
H 0.83515 -4.17516 1.75045
H 0.12225 -2.55776 1.98365
H 1.80525 -2.71156 1.45495
H -1.23385 -5.22886 -0.46605
H -1.71975 -4.07676 -1.73465
H -2.18775 -3.78156 -0.03995
```

Results
Orbital gap (spin up / spin down)   5.60 / 5.55 eV
Energy above the lowest of the compared OMol25 structures with the same formula, charge and spin   66.93 kJ/mol
<S²>   0.84
Multiplicity   2
Total charge   +1

***

[3]
Formula: C22H25Br2CeNO4Te
Source: OMol25
Level of theory: ωB97M-V/def2-TZVPD

Geometry as XYZ:
```
56
Properties=species:S:1:pos:R:3
Ce 8.22806 6.33537 8.58354
Br 13.02956 8.33246 8.14969
C 12.12718 8.21288 9.79416
C 12.49506 8.74922 10.99983
C 11.82077 8.40504 12.18724
Br 12.69870 9.23147 13.64486
C 10.77650 7.48773 12.27278
C 10.05956 7.00236 13.37433
C 8.82259 6.37377 13.26052
C 8.37117 6.03000 12.01130
N 9.10155 6.35851 10.92541
C 10.21215 7.06571 11.03374
C 10.87579 7.49162 9.82028
O 10.31398 7.17183 8.68888
H 13.34701 9.45351 10.94167
H 10.40213 7.18384 14.38828
H 8.19345 6.16267 14.14466
H 7.51958 5.45679 11.87432
C 7.42132 6.15990 5.04894
O 7.95567 6.91604 6.16810
C 7.99959 8.37124 5.97194
C 7.10020 9.13677 7.04395
O 7.35246 8.68213 8.48936
C 6.40423 8.98646 9.50636
H 7.23816 6.76722 4.14822
H 6.55732 5.61390 5.37711
H 8.11356 5.35504 4.85217
H 7.58586 8.52867 4.92671
H 8.99334 8.78351 5.94327
H 6.02817 8.80159 6.81962
H 7.28410 10.23072 7.06113
H 5.54639 9.63731 9.07618
H 6.93250 9.45613 10.32071
H 5.89014 8.06276 9.90842
C 7.00470 18.17038 7.76821
C 7.46504 16.80934 8.23271
C 8.04229 15.83712 7.42777
C 8.55675 14.63337 7.95215
C 9.05434 13.55693 7.05196
C 8.49223 14.35265 9.34852
Te 9.31784 12.45054 10.14258
C 7.90090 15.34923 10.17561
C 7.59530 14.95807 11.57832
C 7.34848 16.44654 9.61988
H 6.18308 18.18260 7.01127
H 7.85601 18.66535 7.23823
H 6.67847 18.62994 8.71956
H 8.06553 15.99045 6.30129
H 9.18302 13.92063 6.04130
H 8.35880 12.70602 7.00375
H 10.04750 13.16541 7.41678
H 8.47877 14.50672 11.98193
H 6.90780 14.04077 11.55525
H 7.18564 15.72161 12.29835
H 6.87960 17.16484 10.25418
O 7.48151 4.73672 8.89679
```

Results
Orbital gap   3.70 eV
Energy above the lowest of the compared OMol25 structures with the same formula, charge and spin   211.04 kJ/mol

***

[4]
Formula: C22H25Br48N2O2
Source: OMol25
Level of theory: ωB97M-V/def2-TZVPD

Geometry as XYZ:
```
99
Properties=species:S:1:pos:R:3
C 0.96217 -4.40589 -0.02849
C 0.93526 -3.66223 -1.48732
O 1.63845 -4.26471 -2.48505
O 0.27111 -2.40097 -1.83244
C -0.96922 -2.17927 -1.07912
C -2.07195 -3.38805 -1.16430
C -2.23715 -4.67368 -2.16995
N -3.46106 -5.50346 -1.73528
C -4.01065 -4.74465 -0.54161
N -3.22867 -3.47563 -0.19073
H -0.00437 -4.16630 0.61596
H 0.89028 -5.57671 -0.25134
H 1.92342 -4.20786 0.61165
H -1.48838 -1.22292 -1.57091
H -0.79338 -1.86596 0.05960
H -1.46430 -4.87076 -3.02826
H -3.79938 -6.39429 -2.17358
H -4.97600 -5.13119 0.04425
H -3.44430 -2.78618 0.58038
C 0.26490 1.40482 -0.31684
Br -1.59038 1.52996 -0.88812
Br 1.38091 2.74180 -1.18363
Br 0.43178 1.46812 1.62026
H 0.63278 0.42460 -0.63758
C -4.02784 2.94146 2.64050
Br -3.66377 1.04082 2.44277
Br -2.39302 3.99582 2.63671
Br -5.30174 3.57635 1.31449
H -4.49365 3.07735 3.62212
C 3.53916 5.49158 -3.94387
Br 1.68388 5.61673 -4.51515
Br 4.65517 6.82856 -4.81066
Br 3.70604 5.55488 -2.00677
H 3.90704 4.51137 -4.26461
C 5.70556 3.90993 -7.87555
Br 4.37908 5.28568 -8.23870
Br 5.35432 2.99079 -6.19741
Br 5.88218 2.66480 -9.35969
H 6.67016 4.41662 -7.76677
C -2.81481 -9.39818 -3.32382
Br -1.77813 -9.01029 -1.72416
Br -4.60255 -8.63691 -3.23005
Br -1.88063 -8.85491 -4.94134
H -2.93258 -10.48573 -3.37260
C -6.45358 1.12199 6.22715
Br -6.08950 -0.77865 6.02942
Br -4.81875 2.17634 6.22337
Br -7.72748 1.75688 4.90114
H -6.91939 1.25788 7.20877
C 9.84383 1.91401 -7.07327
Br 8.91303 3.57643 -6.68075
Br 8.61120 0.42033 -7.25727
Br 11.00986 2.08517 -8.62094
H 10.48471 1.69553 -6.21272
C -4.95991 6.13292 8.06401
Br -6.54049 5.15921 8.64517
Br -3.53913 6.06472 9.39106
Br -4.34652 5.54009 6.31572
H -5.25132 7.18342 7.96131
C -6.08657 -8.40145 0.58556
Br -7.94185 -8.27630 0.01428
Br -4.97056 -7.06446 -0.28123
Br -5.91970 -8.33814 2.52266
H -5.71869 -9.38166 0.26482
C -2.26152 -2.07625 6.68316
Br -1.80496 -1.50098 4.88185
Br -1.93992 -3.97767 6.93910
Br -1.36554 -1.00214 8.03510
H -3.33733 -1.91437 6.80747
C -2.42476 6.33682 13.48326
Br -0.67652 6.34773 14.33627
Br -3.22082 4.56183 13.48684
Br -3.61603 7.66600 14.25679
H -2.27114 6.61621 12.43571
C 4.86177 -0.58316 -4.62608
Br 4.65524 0.80783 -3.28198
Br 5.05219 -2.34422 -3.82188
Br 3.42812 -0.53865 -5.94019
H 5.79342 -0.37402 -5.16209
C 6.52607 8.49776 -9.15059
Br 6.55504 9.36168 -7.40793
Br 5.18524 9.27910 -10.32362
Br 8.28686 8.47607 -9.97725
H 6.23751 7.45445 -8.98548
C 12.48742 3.95369 -5.16258
Br 11.31918 3.18748 -3.80899
Br 13.37160 5.56577 -4.52715
Br 13.76088 2.64957 -5.84213
H 11.85165 4.24826 -6.00404
C -1.87429 0.53218 13.12520
Br -3.45487 -0.44152 13.70636
Br -0.45351 0.46399 14.45225
Br -1.26090 -0.06065 11.37691
H -2.16570 1.58268 13.02250
C -7.27393 -7.07306 -5.79923
Br -7.24496 -6.20914 -4.05657
Br -8.61476 -6.29172 -6.97226
Br -5.51314 -7.09475 -6.62589
H -7.56249 -8.11637 -5.63412
```

Results
Orbital gap   7.31 eV
Total charge   +1